The following is a quantum chemistry calculation of a structure of composition C33H32KN8O3, from OMol25.

## Properties
* strongest force on any atom: 0.2 eV/A
* Kohn-Sham gap: 8.751 eV
* LUMO energy: -2.003 eV
* DFT total energy: -69127.9617 eV
* total charge: +1

XYZ file:
```
77
Properties=species:S:1:pos:R:3:forces:R:3
K -0.527536 -0.703751 -0.068240 0.0 0.1 0.0
C -3.144235 3.427231 1.259763 0.0 0.0 0.0
O -2.074119 3.288683 2.225810 0.0 0.0 0.0
C -1.545085 2.072112 1.982720 0.1 -0.1 0.0
N -2.145353 1.291569 1.185541 0.0 0.0 0.0
C -3.370103 1.987966 0.760192 0.0 -0.1 0.0
C -3.623824 1.902782 -0.723982 0.0 0.0 0.0
C -2.575102 1.755634 -1.628395 -0.1 0.0 0.1
C -2.829816 1.738414 -2.992801 0.1 0.0 0.0
C -4.127343 1.870916 -3.466285 0.0 0.0 0.0
C -5.174849 2.013301 -2.568215 0.0 0.0 0.0
C -4.922774 2.024162 -1.204369 0.0 0.0 0.0
C -0.273366 1.767157 2.686008 -0.1 0.0 -0.1
C 0.234426 2.619302 3.658918 0.0 0.0 0.0
C 1.443537 2.289732 4.249078 0.0 0.0 0.0
C 2.109901 1.149512 3.828466 0.0 0.0 0.0
C 1.516085 0.374441 2.841598 0.0 -0.1 -0.1
N 0.340442 0.658179 2.292404 0.0 0.1 0.1
C 2.206069 -0.804918 2.264701 -0.1 0.1 0.0
N 1.770772 -1.487637 1.289692 0.1 -0.1 0.0
C 2.831624 -2.447100 0.936010 -0.1 0.0 0.0
C 3.872127 -2.270098 2.064548 0.0 0.0 0.0
O 3.410195 -1.102476 2.786720 0.0 0.0 0.0
C 3.363812 -2.148007 -0.447432 0.0 0.0 0.0
C 3.547124 -3.170509 -1.370115 0.0 0.0 0.0
C 4.071990 -2.902098 -2.628107 0.0 0.0 0.0
C 4.413946 -1.602698 -2.971956 0.0 0.0 0.0
C 4.225324 -0.574517 -2.056979 0.0 0.0 0.0
C 3.701338 -0.845133 -0.803358 0.0 0.0 0.0
H -2.789640 4.079969 0.460351 0.0 0.0 0.0
H -4.000357 3.874804 1.756009 0.0 0.0 0.0
H -4.212683 1.526553 1.284693 0.0 0.0 0.0
H -1.560968 1.659745 -1.257886 0.0 0.1 0.0
H -2.009025 1.613288 -3.689238 0.0 0.0 0.0
H -4.323213 1.857456 -4.530271 0.0 0.0 0.0
H -6.190147 2.108619 -2.929805 0.0 0.0 0.0
H -5.745476 2.122442 -0.504937 0.0 0.0 0.0
H -0.310334 3.510781 3.932545 0.0 0.0 0.0
H 1.869503 2.921697 5.016386 0.0 0.0 0.0
H 3.067537 0.863973 4.238127 0.0 0.0 0.0
H 2.420320 -3.457320 0.945970 0.0 0.0 0.0
H 4.876886 -2.065501 1.702388 0.0 0.0 0.0
H 3.889037 -3.106830 2.760631 0.0 0.0 0.0
H 3.285843 -4.187819 -1.101479 0.0 0.0 0.0
H 4.221103 -3.709748 -3.332997 0.0 0.0 0.0
H 4.833710 -1.389181 -3.946810 0.0 0.0 0.0
H 4.492378 0.440607 -2.324955 0.0 0.0 0.0
H 3.541128 -0.037687 -0.097369 0.0 0.0 0.0
N -3.637858 -4.888946 4.440033 0.0 0.0 0.0
C -3.107898 -4.157355 3.415342 0.0 0.0 0.0
C -2.557142 -2.889397 3.631236 0.0 0.0 0.0
C -2.001581 -2.212616 2.566590 0.0 0.0 0.0
N -1.944819 -2.684573 1.317078 0.0 0.0 0.0
C -2.475741 -3.894921 1.122551 0.0 0.0 0.0
C -3.057024 -4.659922 2.110663 0.0 0.0 0.0
H -3.850828 -4.427041 5.306007 0.0 0.0 0.0
H -4.203815 -5.689350 4.221335 0.0 0.0 0.0
H -2.565330 -2.445961 4.618584 0.0 0.0 0.0
H -1.576003 -1.225193 2.720602 0.0 0.0 0.0
H -2.434867 -4.277952 0.108562 0.0 0.0 0.0
H -3.465714 -5.634670 1.878398 0.0 0.0 0.0
C 1.781881 3.962258 -1.855366 0.0 0.0 0.0
N 1.626675 2.685929 -2.544806 0.0 0.0 0.0
C 2.025457 2.511325 -3.822740 0.0 0.0 -0.1
C 1.880048 1.326677 -4.454982 0.0 0.1 0.0
C 1.278863 0.277073 -3.699750 0.0 -0.1 0.0
N 0.882984 0.434164 -2.451266 -0.1 -0.1 0.0
C 1.055359 1.626685 -1.822224 0.1 0.1 0.0
O 0.727678 1.828715 -0.657098 0.0 -0.1 0.0
N 1.077738 -0.929197 -4.267240 0.0 0.0 0.0
H 2.207834 4.681259 -2.550249 0.0 0.0 0.0
H 2.434154 3.844335 -0.992745 0.0 0.0 0.0
H 0.812652 4.312784 -1.507750 0.0 0.0 0.0
H 2.465983 3.370333 -4.310838 0.0 0.0 0.0
H 2.201925 1.199194 -5.476326 0.0 0.0 0.0
H 1.507433 -1.149892 -5.147212 0.0 0.0 0.0
H 0.831146 -1.691747 -3.659677 0.0 0.0 0.0
```
Forces are in eV/Å.

---

The following is a quantum chemistry calculation of the ion C33H32NO3 with charge -1 at a distorted geometry, from OMol25.

## Properties
* strongest force on any atom: 2.3 eV/A
* SMILES: CC(=O)C(C)(C(C)=O)[C@@H](c1ccc(N(C)C)cc1)c1cc(-c2ccccc2)c([O-])c(-c2ccccc2)c1
* Kohn-Sham gap: 5.980 eV
* LUMO energy: 2.529 eV
* DFT total energy: -42373.2121 eV
* total charge: -1

XYZ file:
```
69
Properties=species:S:1:pos:R:3:forces:R:3
C 0.328947 -3.219552 -1.517497 -0.2 -0.6 -0.4
C 0.967878 -2.362799 -0.421107 2.3 -0.5 -0.2
C 1.714634 -3.505781 0.347479 -1.7 -0.6 0.9
C 3.064803 -3.954997 -0.087765 0.7 0.1 0.0
O 1.128639 -4.218556 1.165796 0.8 0.6 -1.5
C 2.038371 -1.348183 -1.027476 -0.4 -0.2 0.8
C 2.080485 -1.183633 -2.524468 0.4 0.1 -0.4
O 2.765662 -0.728954 -0.271587 -0.4 -0.7 -0.6
H -0.258475 -2.644234 -2.241522 0.4 -0.1 0.1
H 1.114552 -3.792671 -2.040967 -0.4 0.2 0.0
H -0.347814 -3.945563 -1.049350 0.1 0.1 0.0
H 3.652898 -3.167891 -0.551480 0.1 -0.1 -0.1
H 3.579442 -4.315257 0.809274 0.0 0.0 -0.3
H 2.945231 -4.797686 -0.783204 0.0 0.2 0.2
H 1.212330 -0.593118 -2.864163 0.2 -0.2 0.2
H 3.003232 -0.659013 -2.798444 -0.3 0.0 0.1
H 2.056181 -2.144612 -3.060151 0.0 0.3 0.3
C 0.576860 -1.184296 6.955706 0.1 0.2 -0.2
N 0.487017 -0.206937 5.889177 0.3 0.2 1.0
C 0.663851 1.161808 6.311813 -0.2 -0.1 -0.1
C 0.263135 -0.547051 4.586880 -0.2 -0.7 -1.3
C -0.243827 0.384241 3.643200 0.0 -0.7 0.5
C -0.465460 0.001112 2.323447 0.4 0.2 0.1
C 0.013055 -1.212661 1.809407 -0.5 -0.2 -0.1
C -0.087824 -1.545130 0.293075 -1.7 1.0 0.9
C -0.360272 -0.293847 -0.571582 -0.7 -0.4 0.0
C -1.197045 -0.457208 -1.693364 0.3 0.0 0.3
C -1.272635 0.480549 -2.711286 0.3 0.9 0.5
C -1.881572 0.157788 -4.012837 -0.4 -0.4 -0.3
C -2.836276 -0.884043 -4.138519 0.1 0.3 -0.4
C -3.373722 -1.221246 -5.385386 0.3 0.2 0.0
C -2.986699 -0.521375 -6.539152 0.1 0.1 0.1
C -2.050033 0.517320 -6.433991 -0.4 -0.6 0.3
C -1.505767 0.833450 -5.192297 0.1 0.1 -0.1
C -0.651479 1.798994 -2.472266 0.2 -0.4 0.0
O -0.435089 2.616247 -3.398823 -0.4 0.2 0.2
C -0.245479 2.082432 -1.081854 0.1 -0.8 -0.7
C -0.184705 3.452397 -0.571862 0.2 0.7 0.2
C -0.383361 3.734296 0.807598 0.0 0.0 -0.5
C -0.468300 5.053228 1.261380 0.2 0.0 -0.4
C -0.313247 6.121120 0.361210 0.0 -0.2 0.0
C -0.080725 5.858636 -0.997115 -0.1 -0.1 0.7
C -0.026632 4.545073 -1.447579 0.0 0.2 0.0
C 0.117132 0.997259 -0.296977 -0.1 0.0 0.0
C 0.336498 -2.170262 2.779898 0.2 0.1 0.3
C 0.474814 -1.877493 4.128516 -0.3 1.0 0.0
H 0.283310 -2.178162 6.609737 0.0 0.3 0.1
H 1.601508 -1.224472 7.350312 -0.1 -0.2 0.0
H -0.085939 -0.892085 7.780918 0.0 -0.1 -0.1
H 0.954410 1.797736 5.469732 0.0 -0.2 0.2
H -0.253487 1.569717 6.759265 0.0 0.1 0.0
H 1.451271 1.196119 7.074243 0.0 0.1 -0.1
H -0.507639 1.391293 3.964911 -0.1 -0.3 -0.1
H -1.036068 0.689943 1.706277 0.4 -0.1 0.0
H -1.005576 -2.153497 0.213489 0.1 0.1 0.0
H -1.753575 -1.392443 -1.789133 0.3 0.2 0.0
H -3.167398 -1.424602 -3.249468 0.1 0.2 -0.3
H -4.103401 -2.033801 -5.454893 0.2 0.3 0.0
H -3.420111 -0.772540 -7.509673 0.1 0.0 0.3
H -1.735077 1.089476 -7.309093 -0.1 -0.2 0.2
H -0.778159 1.637507 -5.116370 -0.2 -0.3 0.1
H -0.517685 2.901758 1.508426 0.0 0.4 -0.3
H -0.660750 5.246975 2.320449 0.1 0.0 -0.3
H -0.379532 7.149297 0.719759 0.0 -0.2 -0.1
H 0.049205 6.670334 -1.715543 -0.1 -0.1 0.3
H 0.112290 4.340141 -2.503697 0.0 0.0 0.3
H 0.761865 1.176095 0.570581 -0.3 -0.1 -0.3
H 0.483581 -3.202770 2.503362 0.0 0.5 0.1
H 0.777749 -2.673921 4.806623 -0.1 0.2 -0.2
```
Forces are in eV/Å.

---

The following is a quantum chemistry calculation of a structure of composition C33H33AsBrN3O4Y at a distorted geometry, from OMol25.

## Properties
* strongest force on any atom: 2.2 eV/A
* Kohn-Sham gap: 8.365 eV
* LUMO energy: -1.920 eV
* DFT total energy: -179341.1278 eV
* total charge: +1

XYZ file:
```
76
Properties=species:S:1:pos:R:3:forces:R:3
Y -0.164186 1.739125 -0.138566 -0.6 -0.8 -0.6
Br 0.000685 0.980541 2.629676 0.1 0.0 0.2
C 1.881087 1.401476 2.771805 -0.1 -0.1 -0.1
C 2.367693 1.419099 4.038157 0.3 0.0 0.1
C 3.755032 1.630720 4.223604 -0.1 0.0 0.1
C 4.568724 1.775072 3.140081 0.0 0.0 -0.1
C 4.041127 1.752350 1.821586 0.2 0.0 -0.1
C 4.901569 1.859852 0.696149 0.0 0.0 0.1
C 4.390590 1.838300 -0.565007 -0.1 0.0 -0.1
C 2.984957 1.755729 -0.757305 0.2 0.0 -0.1
C 2.083710 1.643560 0.273659 1.1 -0.2 0.8
C 2.648718 1.600052 1.589768 0.1 0.1 0.2
H 1.715484 1.261198 4.888080 0.1 0.0 0.0
H 4.158091 1.658869 5.228219 0.0 0.0 0.0
H 5.638136 1.907120 3.270701 -0.1 0.0 0.0
H 5.969566 1.954482 0.862922 -0.1 0.0 0.0
H 5.054436 1.905305 -1.419149 0.0 0.0 0.0
H 2.637739 1.771833 -1.793110 0.0 0.0 0.0
N -0.453472 2.194368 -2.599174 0.0 0.5 0.0
C -0.752366 3.604487 -3.024462 0.0 -0.2 0.1
C -0.276223 4.599283 -1.975737 0.1 0.0 0.0
C -1.062695 4.365590 -0.690607 0.1 0.3 0.1
O -2.241475 4.677920 -0.657267 0.0 -0.1 0.1
O -0.415622 3.739400 0.259996 -0.6 2.1 -0.2
H 0.413998 1.887493 -3.029756 0.0 0.0 0.0
H -1.162103 1.562961 -2.955886 0.0 0.0 0.0
H -1.829447 3.703551 -3.129205 -0.1 0.0 0.0
H -0.303448 3.814109 -3.991603 0.1 0.0 -0.1
H -0.477559 5.611235 -2.323540 0.0 0.0 0.0
H 0.795755 4.491896 -1.800824 0.0 0.0 0.0
C -4.558285 1.844541 -1.382239 0.0 0.1 0.0
N -4.415280 2.497606 -0.092870 -0.1 0.0 -0.1
C -3.303576 2.416347 0.642829 0.3 -0.2 0.0
N -3.230018 3.143936 1.779588 0.0 0.1 0.0
O -2.380643 1.614471 0.336372 -0.6 0.0 0.2
H -5.535875 1.374960 -1.456129 -0.1 0.0 0.0
H -3.798812 1.075107 -1.468657 0.0 0.0 0.0
H -4.442934 2.558722 -2.197850 0.0 0.0 0.0
H -5.049562 3.248650 0.122576 0.0 0.0 0.0
H -3.757942 4.003069 1.813611 0.0 0.0 0.0
H -2.289719 3.232922 2.137603 0.0 0.1 0.0
O -0.341089 -0.240931 -0.830282 -0.3 -2.0 -0.1
As -0.286241 -1.867774 -0.351188 0.1 0.5 -0.6
C 1.012476 -2.162440 0.983358 0.2 0.1 0.2
C 0.669109 -2.858096 2.138511 0.2 0.0 0.0
C 1.624279 -3.027532 3.130497 0.0 0.0 0.0
C 2.898005 -2.494310 2.967314 0.0 0.0 0.0
C 3.231685 -1.796974 1.811975 0.0 0.0 0.0
C 2.289117 -1.628524 0.807648 0.0 -0.1 0.2
C -1.964412 -2.491761 0.253798 -0.2 0.0 0.0
C -2.896772 -1.613006 0.794697 -0.1 -0.2 0.0
C -4.108184 -2.118530 1.250536 0.0 0.0 0.0
C -4.374349 -3.479493 1.165731 0.0 0.0 0.0
C -3.435962 -4.349096 0.621697 0.0 0.0 0.0
C -2.224998 -3.856988 0.158738 -0.1 0.0 0.1
C 0.170326 -2.866790 -1.894572 0.1 0.0 -0.2
C -0.675219 -2.770662 -2.999744 0.2 -0.2 -0.1
C -0.317356 -3.394907 -4.183935 0.0 0.0 0.0
C 0.878848 -4.102939 -4.263249 0.0 0.0 0.0
C 1.714042 -4.197119 -3.160541 0.0 0.0 0.0
C 1.361810 -3.575196 -1.967891 0.0 -0.1 -0.1
H -0.329337 -3.253660 2.271649 0.0 0.0 0.0
H 1.371417 -3.566878 4.034568 0.0 0.0 0.0
H 3.636002 -2.619162 3.750782 0.0 0.0 0.0
H 4.220685 -1.371110 1.695739 0.0 0.0 0.0
H 2.539321 -1.060017 -0.077895 0.0 0.0 0.0
H -2.691319 -0.552304 0.846355 0.0 0.0 0.0
H -4.845112 -1.446727 1.672856 0.0 0.0 0.0
H -5.320886 -3.867484 1.522548 0.0 0.0 0.0
H -3.649670 -5.408197 0.553892 0.0 0.0 0.0
H -1.498893 -4.532340 -0.275832 0.0 0.0 0.0
H -1.604833 -2.221398 -2.936491 -0.1 0.1 0.0
H -0.968308 -3.332696 -5.046511 0.0 0.0 0.0
H 1.158322 -4.585999 -5.191838 0.0 0.0 0.0
H 2.641246 -4.753115 -3.225743 0.0 0.0 0.0
H 2.010385 -3.653147 -1.105206 0.0 0.0 0.0
```
Forces are in eV/Å.